Entry 1:
This record from the OMol25 dataset describes C24H24BN4O2SeSr as an isolated structure. The level of theory is ωB97M-V with the def2-TZVPD basis set.

```
57
Properties=species:S:1:pos:R:3:lowdin_charge:R:1
H -1.13 -3.69 -1.37 0.115
C -1.88 -2.91 -1.24 -0.089
H 0.64 2.69 -1.62 0.115
C -3.34 1.41 4.00 -0.016
H -3.30 3.23 5.14 0.127
C 4.17 -1.39 -1.21 -0.017
H -4.02 -1.67 1.07 0.103
H 4.29 -3.48 -3.37 0.097
C -1.71 2.69 2.20 -0.144
C 1.89 -4.38 -2.20 -0.018
H 3.81 -0.60 -1.86 0.092
H 2.86 -3.30 -4.40 0.093
H -4.48 -0.10 -0.78 0.115
C -3.08 -1.02 -2.12 -0.126
C -0.84 5.39 2.64 -0.343
O 1.99 -1.81 -0.35 -0.023
H 1.47 5.00 -1.36 0.121
H 4.45 -4.10 -0.56 0.098
H 4.05 -3.08 0.83 0.092
C -2.86 0.81 2.84 -0.118
C 2.47 -2.98 -2.31 -0.491
H 1.30 -4.50 -1.29 0.082
B 1.03 -1.47 -1.30 -0.608
H 1.25 -4.56 -3.06 0.094
C -1.70 4.74 3.58 -0.343
H 3.66 -1.87 -3.75 0.086
C -2.97 2.71 4.26 0.030
Se -1.27 7.03 4.47 1.175
H 4.43 -0.95 -0.25 0.093
H 2.67 -5.15 -2.20 0.095
N -2.05 5.43 4.63 -0.210
H -1.60 -2.14 -3.22 0.126
H 2.87 -4.25 0.22 0.082
H -3.98 0.85 4.67 0.119
H -3.13 -0.22 2.61 0.096
C 3.11 -2.46 -0.99 -0.497
C -3.74 -0.88 -0.90 -0.145
C 0.43 5.29 0.50 0.032
H -3.30 -0.35 -2.94 0.118
H -2.32 -3.46 0.79 0.121
C -2.54 -2.78 -0.03 -0.083
C -2.14 -2.04 -2.29 -0.098
Sr -0.96 0.12 -0.20 1.410
C -0.41 4.68 1.44 -0.075
C 3.38 -2.90 -3.53 -0.009
C 0.35 3.28 -0.75 -0.115
C -0.83 3.36 1.22 -0.145
C 3.65 -3.54 -0.07 -0.010
C -2.14 3.36 3.35 -0.075
N -2.08 1.42 1.96 0.025
N -0.45 2.68 0.12 -0.015
N -0.49 6.61 2.92 -0.209
O 1.36 -2.07 -2.51 -0.002
H 5.08 -1.81 -1.65 0.093
H 0.76 6.30 0.68 0.128
C 0.82 4.58 -0.61 -0.014
C -3.48 -1.76 0.14 -0.134
```

The calculation puts the HOMO energy at -9.24 eV. The gap between HOMO and LUMO comes out at 0.2073 hartree. As for the total charge: +1. Its lowest unoccupied orbital energy is -0.1322 hartree. Its molar mass is 577.87 g mol⁻¹.

Entry 2:
This record from the OMol25 dataset describes C24H24Cl3MnN12S as an isolated structure. The level of theory is ωB97M-V with the def2-TZVPD basis set.

```
65
Properties=species:S:1:pos:R:3:lowdin_spin:R:1
H -5.03 2.44 -1.27 0.000
N -7.10 0.18 0.60 0.000
N 2.94 -2.05 -0.40 -0.002
H -7.96 3.54 4.45 0.000
H -5.64 -1.93 3.60 0.000
H -0.88 3.88 3.61 0.000
Cl 4.25 0.89 1.65 0.000
H 3.43 -2.05 -1.28 0.000
C -8.28 2.29 1.31 0.000
N 1.01 1.86 0.53 0.008
H 0.56 2.38 5.53 0.000
N -0.20 0.81 2.91 -0.002
C -5.23 -0.96 3.34 0.000
H -6.52 1.57 4.77 0.000
C -4.00 2.19 -1.47 0.000
C -7.80 2.86 3.62 0.000
S 0.79 -1.61 1.06 0.006
H 3.14 -2.76 0.28 0.000
N 0.30 0.04 -1.15 0.000
C -2.39 -2.01 1.44 -0.001
H -3.99 2.92 -3.49 0.000
C 1.78 -1.37 -0.33 0.000
H 0.55 -0.13 5.98 0.000
H -8.77 2.48 0.37 0.000
H -1.64 2.16 -3.87 0.000
N -6.12 -0.23 2.47 0.000
C -2.12 2.03 -2.91 -0.001
C 3.61 2.17 0.61 0.000
H -0.15 -1.24 3.57 0.000
C -3.22 1.21 2.89 0.001
C 0.01 1.94 3.55 0.004
C -6.99 1.76 3.81 0.000
C 0.32 0.32 5.03 0.000
C -3.53 -2.32 2.11 0.000
C -0.14 0.78 -2.10 -0.001
H -3.69 1.37 0.46 0.000
Cl 4.26 2.05 -1.02 0.000
C -7.46 1.17 1.49 0.000
C 2.15 2.01 0.56 0.004
C -0.13 3.33 3.03 0.002
C -3.08 -0.17 2.36 -0.001
H 0.40 0.89 -3.04 0.000
C -0.03 -0.20 3.83 0.000
C -3.42 2.45 -2.70 0.000
C -8.44 3.12 2.39 0.000
N -2.13 -0.66 1.59 -0.007
H -9.07 3.99 2.31 0.000
Cl 3.94 3.78 1.30 0.000
H 0.81 3.88 3.10 0.000
H -3.07 1.23 3.97 0.000
H -4.20 1.64 2.67 0.000
H -4.07 -3.24 2.20 0.000
H -0.44 3.32 1.99 0.001
H -2.47 1.86 2.44 0.001
Mn -0.52 0.34 0.80 0.979
N 0.34 1.69 4.84 0.001
N 1.50 -0.56 -1.32 0.002
H -5.12 -0.37 4.25 0.000
C -1.44 1.40 -1.88 -0.001
C -3.24 1.59 -0.49 0.001
C -6.83 0.92 2.71 0.000
N -3.95 -1.16 2.71 0.000
N -1.96 1.22 -0.65 0.004
N -6.32 -0.64 1.20 0.000
H -1.75 -2.63 0.85 0.000
```

The spin multiplicity is 2. The calculation puts the HOMO energy (spin up / spin down) at -10.05 / -9.95 eV. The gap between HOMO and LUMO (spin up / spin down) comes out at 0.2726 / 0.2705 hartree. Its expectation value of S² is 0.88. As for the total charge: +1. Its lowest unoccupied orbital energy (spin up / spin down) is -0.0966 / -0.0950 hartree. Its molar mass is 673.90 g mol⁻¹.

Entry 3:
This record from the OMol25 dataset describes C24H24Cl4IN3OSiZr as an isolated structure in a non-equilibrium geometry. The level of theory is ωB97M-V with the def2-TZVPD basis set.

```
59
Properties=species:S:1:pos:R:3:lowdin_charge:R:1
C 1.15 -2.81 -1.74 -0.015
C 5.19 -0.61 0.34 -0.569
C -3.60 -0.47 3.55 -0.085
H -0.72 4.51 0.40 0.056
H -5.26 -2.37 -2.79 0.094
C -2.55 -0.61 1.41 -0.375
H -0.17 -1.11 -1.55 0.016
H 5.45 4.06 -1.07 0.091
H 2.70 -4.40 -1.66 0.115
N 1.68 -0.73 -0.66 -0.027
C -3.83 -1.73 -0.64 -0.180
C -3.73 -1.25 0.92 -0.208
H -0.12 5.92 1.06 0.069
H -4.25 -0.90 -1.25 0.115
C 0.84 -1.53 -1.33 -0.189
H 0.22 4.33 1.94 0.068
H -5.76 -1.73 1.31 0.110
H 6.62 -2.11 0.34 0.095
H -4.58 -4.93 -0.54 0.056
C 4.70 3.41 -0.59 -0.101
Cl -2.76 2.06 -0.21 0.135
C 2.45 -3.34 -1.42 0.035
C -4.85 -1.32 1.69 -0.073
Cl 1.08 1.73 -2.72 -0.061
C 0.17 4.88 0.97 -0.081
C 1.42 4.88 0.15 -0.396
Zr 1.62 1.67 -0.36 1.262
H 1.49 6.86 -0.63 0.102
H -3.15 -4.06 0.10 0.087
Si -1.53 0.32 0.04 0.240
Cl 0.06 1.42 1.50 0.165
C -4.23 -4.08 -0.05 -0.089
H 4.16 6.02 -1.33 0.084
H -2.86 -1.97 -1.16 0.101
Cl 5.20 -4.50 -0.47 0.713
H -4.89 -4.14 -2.54 0.054
N -4.64 -2.90 -0.77 -0.300
C 3.49 4.16 -0.38 -0.388
H -1.45 0.05 3.14 0.083
C 4.66 -2.86 -0.37 -0.611
C -2.47 -0.30 2.75 -0.165
N 2.22 3.76 0.06 -0.142
C 2.93 -1.19 -0.41 -0.148
H -4.68 -4.18 0.94 0.082
H 4.46 2.51 -1.18 0.066
C 3.83 -0.24 0.17 -0.395
H -5.72 -0.91 3.65 0.116
C 2.06 5.93 -0.48 -0.064
C 5.56 -1.94 0.13 -0.176
I 6.48 0.64 1.48 0.948
C -4.84 -0.82 2.98 -0.063
H 0.42 -3.11 -2.49 0.116
C 3.40 5.54 -0.76 -0.040
H -3.46 -0.34 4.63 0.105
C -5.23 -3.24 -2.08 -0.083
C 3.34 -2.53 -0.70 -0.176
O 3.41 0.98 0.13 -0.304
H -6.31 -3.51 -1.86 0.093
H 5.20 3.15 0.39 0.033
```

The calculation puts the HOMO energy at -7.14 eV. The gap between HOMO and LUMO comes out at 0.2030 hartree. Its lowest unoccupied orbital energy is -0.0593 hartree. Its molar mass is 758.50 g mol⁻¹.

Entry 4:
This record from the OMol25 dataset describes a 8-piece molecular cluster, C24H24F8O24 overall in a non-equilibrium geometry. The level of theory is ωB97M-V with the def2-TZVPD basis set.

```
80
Properties=species:S:1:pos:R:3:lowdin_charge:R:1
C 11.41 14.52 15.56 -0.228
O 12.42 11.51 19.88 0.155
C 12.75 13.97 15.15 -0.071
H 11.26 10.20 15.54 0.144
O 17.03 11.34 14.05 0.135
C 11.41 8.04 15.10 -0.068
H 6.05 13.14 18.59 0.165
O 12.51 12.00 9.46 0.056
H 13.20 10.30 21.26 0.177
C 7.70 12.39 19.75 -0.058
C 12.58 7.85 16.99 -0.617
C 12.99 19.56 13.79 -0.303
C 11.96 15.21 10.79 -0.317
H 13.12 16.04 9.13 0.150
C 6.77 13.44 19.33 -0.281
C 12.84 11.81 18.63 -0.555
F 13.79 12.19 21.51 0.067
H 10.54 7.47 14.81 0.140
O 11.29 18.22 13.09 0.059
H 9.87 10.27 10.08 0.170
C 14.61 10.91 19.70 -0.038
O 14.17 14.84 10.40 0.125
O 16.18 10.15 15.79 0.083
H 13.42 16.80 10.75 0.140
H 13.34 14.76 14.67 0.145
H 13.55 20.16 14.53 0.182
O 9.85 14.81 18.82 0.168
C 15.68 11.79 14.21 -0.247
O 8.97 13.02 19.73 0.096
O 10.18 19.90 11.95 0.202
C 13.17 15.88 10.21 0.016
C 11.80 12.04 8.31 -0.600
O 10.60 11.71 13.76 0.167
H 14.42 10.03 14.62 0.145
C 10.39 11.22 9.91 -0.273
C 11.79 11.28 10.47 -0.046
F 6.15 14.03 20.41 0.058
H 15.21 11.86 13.23 0.130
O 12.49 14.27 11.65 0.095
O 12.12 12.17 17.78 0.194
O 12.03 20.35 13.10 0.107
H 14.50 11.28 15.94 0.104
F 11.03 15.50 14.67 0.055
O 10.58 11.57 8.52 0.145
O 10.57 13.39 15.23 0.114
F 11.25 14.54 9.85 0.085
O 12.23 12.47 7.31 0.196
H 15.59 11.27 20.07 0.160
C 12.21 18.34 14.16 -0.082
H 12.81 17.42 14.21 0.136
O 14.49 13.11 11.66 0.179
C 17.27 10.46 15.07 -0.561
H 13.26 13.56 16.04 0.132
H 11.25 14.72 16.62 0.155
H 12.19 10.30 10.64 0.131
C 13.79 13.97 11.25 -0.584
O 13.24 7.34 17.82 0.190
O 12.42 12.99 14.20 0.070
H 7.56 12.02 20.76 0.148
O 7.59 14.48 18.76 0.138
H 11.58 18.55 15.02 0.150
H 11.86 11.85 11.39 0.113
C 13.50 11.16 20.66 -0.327
C 15.04 10.76 15.17 -0.036
H 11.26 15.86 11.37 0.178
C 8.89 14.18 19.09 -0.565
F 13.95 19.11 12.92 0.034
O 18.35 10.01 15.26 0.171
H 14.65 9.87 19.40 0.143
C 11.05 19.46 12.60 -0.503
F 9.59 12.19 10.38 0.079
C 11.16 9.23 16.00 -0.253
C 11.16 12.61 14.28 -0.582
O 12.26 9.11 16.91 0.139
H 12.03 8.27 14.21 0.151
F 9.99 9.10 16.70 0.081
O 12.14 7.16 15.92 0.085
O 14.16 11.52 18.49 0.071
F 15.77 13.07 14.75 0.041
H 7.67 11.56 19.03 0.149
```

The calculation puts the HOMO energy at -11.16 eV. The gap between HOMO and LUMO comes out at 0.4143 hartree. As for the SMILES: O=C1OC[C@@H](F)O1.O=C1OC[C@@H](F)O1.O=C1OC[C@@H](F)O1.O=C1OC[C@@H](F)O1.O=C1OC[C@@H](F)O1.O=C1OC[C@@H](F)O1.O=C1OC[C@@H](F)O1.O=C1OC[C@@H](F)O1. Its lowest unoccupied orbital energy is 0.0041 hartree. Its molar mass is 848.42 g mol⁻¹.